1.
C48H84O34S4 | ωB97M-V/def2-TZVPD

```
170
Properties=species:S:1:pos:R:3:mulliken_charge:R:1
C -8.312 9.961 -9.502 -1.584
C -8.391 9.908 -11.011 0.927
C -9.901 9.782 -11.491 -0.477
O -9.989 10.825 -12.476 -0.339
C -8.820 11.431 -12.618 0.075
O -8.562 12.349 -13.492 -0.202
O -7.946 11.065 -11.653 0.212
H -8.815 10.859 -9.143 0.401
H -7.304 10.095 -9.111 0.156
H -8.742 9.013 -9.176 0.421
H -7.825 9.016 -11.278 -0.042
H -10.631 9.913 -10.692 0.432
H -10.053 8.801 -11.942 0.129
C -2.636 14.695 -16.624 0.320
C -1.573 15.765 -17.028 0.625
C -1.221 15.732 -18.529 0.267
O -1.834 16.902 -18.947 -0.401
C -1.988 17.772 -18.004 0.559
O -2.299 18.936 -18.238 -0.624
O -2.094 17.108 -16.822 -0.420
H -2.102 13.746 -16.578 -0.380
H -3.448 14.637 -17.349 -0.123
H -3.093 14.897 -15.655 0.054
H -0.781 15.607 -16.295 -0.061
H -1.660 14.865 -19.023 -0.154
H -0.183 15.943 -18.786 0.284
C -5.018 10.479 -10.442 -1.896
C -3.559 10.662 -10.874 1.789
C -2.693 11.578 -10.007 -0.154
O -1.477 10.884 -10.012 -0.340
C -1.682 9.606 -10.483 0.514
O -0.791 8.783 -10.729 -0.590
O -2.963 9.393 -10.738 -0.455
H -5.225 10.141 -9.427 0.554
H -5.636 9.889 -11.119 0.016
H -5.444 11.478 -10.346 0.647
H -3.499 11.019 -11.902 -0.394
H -2.983 11.699 -8.963 0.306
H -2.669 12.578 -10.440 -0.078
C -6.092 7.983 -13.991 -0.867
C -7.401 7.832 -14.816 0.797
C -7.837 6.483 -14.905 -0.426
O -9.250 6.588 -14.800 -0.429
C -9.583 7.768 -14.346 0.420
O -10.737 8.210 -14.339 -0.612
O -8.449 8.399 -14.074 0.465
H -6.170 7.457 -13.040 0.659
H -6.014 9.021 -13.669 -0.492
H -5.185 7.738 -14.543 0.033
H -7.415 8.364 -15.767 -0.124
H -7.463 5.899 -14.064 0.357
H -7.530 6.073 -15.868 0.335
C 2.110 11.548 -13.121 -1.167
C 1.217 12.831 -13.166 0.407
C 0.862 13.207 -14.611 -0.172
O -0.533 13.410 -14.523 0.193
C -1.053 13.086 -13.354 0.210
O -2.192 13.234 -12.980 -0.096
O -0.051 12.614 -12.530 -0.370
H 3.075 11.591 -13.628 0.421
H 1.555 10.641 -13.358 0.052
H 2.428 11.385 -12.091 0.429
H 1.659 13.710 -12.699 0.318
H 1.119 12.443 -15.344 -0.234
H 1.293 14.183 -14.834 0.311
C -12.220 11.073 -16.869 -1.590
C -10.942 11.799 -17.130 0.348
C -10.013 11.730 -15.960 0.239
O -9.075 10.733 -16.406 0.557
C -9.179 10.664 -17.752 0.126
O -8.428 9.962 -18.456 -0.639
O -10.368 11.158 -18.156 -0.353
H -12.033 10.000 -16.863 0.358
H -12.972 11.282 -17.630 0.400
H -12.603 11.355 -15.888 0.379
H -11.136 12.850 -17.344 0.324
H -10.497 11.507 -15.010 0.150
H -9.553 12.718 -15.977 -0.154
C -2.897 10.570 -23.291 -1.633
C -2.329 11.535 -22.280 0.567
C -2.400 13.045 -22.683 -0.567
O -2.928 13.714 -21.576 -0.381
C -3.425 12.854 -20.714 0.065
O -4.082 13.138 -19.697 0.095
O -3.140 11.513 -21.132 -0.016
H -3.097 9.572 -22.901 0.369
H -2.304 10.418 -24.193 0.405
H -3.897 10.817 -23.645 0.372
H -1.298 11.248 -22.074 0.155
H -3.058 13.216 -23.535 0.337
H -1.481 13.456 -23.103 0.371
C -5.836 17.602 -18.834 -1.548
C -6.786 16.667 -19.538 0.472
C -6.157 15.438 -20.146 0.082
O -6.866 14.358 -19.484 -0.194
C -7.876 14.838 -18.747 0.488
O -8.677 14.128 -18.144 -0.598
O -7.786 16.149 -18.663 -0.337
H -5.400 17.146 -17.945 0.235
H -6.412 18.388 -18.347 0.465
H -5.074 18.035 -19.483 0.411
H -7.391 17.165 -20.295 0.233
H -5.084 15.490 -19.956 -0.127
H -6.167 15.440 -21.236 0.323
C -2.031 8.309 -14.030 -0.511
C -1.010 7.417 -14.755 0.722
C 0.344 7.998 -14.800 0.693
O 1.200 6.918 -14.366 -0.406
C 0.468 5.900 -13.915 0.557
O 0.944 4.911 -13.353 -0.588
O -0.854 6.186 -14.101 -0.472
H -2.986 7.804 -14.180 -0.212
H -2.135 9.223 -14.614 0.253
H -1.922 8.426 -12.952 0.113
H -1.318 7.154 -15.768 0.086
H 0.395 8.900 -14.189 -0.404
H 0.533 8.225 -15.849 0.068
C -8.726 15.835 -13.639 -0.774
C -8.145 17.218 -13.424 0.476
C -9.206 18.293 -13.253 -0.421
O -8.884 18.954 -12.007 -0.385
C -7.819 18.293 -11.426 0.518
O -7.361 18.625 -10.352 -0.551
O -7.471 17.262 -12.180 -0.076
H -9.298 15.493 -12.776 0.338
H -7.946 15.084 -13.765 -0.487
H -9.404 15.834 -14.493 0.491
H -7.401 17.503 -14.169 0.281
H -10.181 17.810 -13.316 0.281
H -9.120 19.021 -14.060 0.310
C -6.050 12.452 -16.536 -1.151
S -5.797 11.224 -15.152 0.812
O -4.446 10.652 -15.594 -0.033
C -5.427 12.539 -13.840 0.530
H -6.601 13.332 -16.203 0.323
H -6.619 12.039 -17.369 0.333
H -5.085 12.792 -16.912 0.104
H -5.339 12.056 -12.867 -0.367
H -6.203 13.301 -13.903 -0.834
H -4.495 13.032 -14.116 0.245
C -4.824 9.636 -19.131 -0.682
S -5.451 8.118 -18.192 0.707
O -5.406 6.996 -19.238 -0.779
C -3.978 7.922 -17.195 -0.681
H -4.643 10.492 -18.481 -0.354
H -5.535 10.034 -19.855 0.569
H -3.859 9.350 -19.550 0.323
H -3.868 8.738 -16.480 -0.375
H -3.099 7.763 -17.820 0.588
H -4.032 7.024 -16.580 0.513
C -3.073 15.627 -10.213 -1.138
S -4.631 14.827 -10.839 0.773
O -5.753 15.119 -9.840 -0.707
C -4.784 15.878 -12.324 -0.584
H -2.601 15.212 -9.323 0.379
H -3.214 16.697 -10.061 0.454
H -2.391 15.625 -11.064 0.205
H -5.038 16.922 -12.138 0.530
H -5.608 15.555 -12.959 -0.453
H -3.975 15.812 -13.052 0.418
C -1.701 10.935 -17.396 0.243
S -0.472 11.740 -18.552 0.607
O -0.140 13.101 -17.927 -0.642
C 0.952 10.637 -18.144 -1.046
H -1.646 9.862 -17.578 0.461
H -2.754 11.206 -17.466 -0.718
H -1.470 11.170 -16.357 -0.029
H 1.088 10.758 -17.069 0.078
H 1.720 11.027 -18.812 0.474
H 0.678 9.645 -18.503 0.424
```

Results
Multiplicity: 1
Energy: -164090.3525 eV
HOMO: -8.8 eV
LUMO energy: -0.3 eV
ΔE to the lowest compared entry with this formula, charge and spin: 66.18 kcal/mol
Frontier orbital gap: 8.51 eV

=====

2.
C13H49O14P | ωB97M-V/def2-TZVPD

```
77
Properties=species:S:1:pos:R:3:lowdin_spin:R:1
C -2.312 4.087 -0.897 0.094
O -1.845 4.236 0.410 0.074
H -2.994 3.262 -1.101 0.014
H -2.821 4.987 -1.245 0.016
H -1.430 3.911 -1.512 0.006
H -2.119 5.107 0.707 0.021
C 0.975 -0.790 -4.965 0.007
O 0.658 -1.265 -6.249 0.002
H 1.362 0.222 -5.084 0.001
H 0.124 -0.733 -4.286 0.003
H 1.762 -1.339 -4.449 0.000
H 0.336 -2.169 -6.256 0.001
C -2.990 -2.314 -4.620 0.019
O -3.769 -1.602 -5.562 0.006
H -2.315 -1.667 -4.060 0.005
H -3.626 -2.775 -3.865 0.007
H -2.401 -3.097 -5.100 0.002
H -3.164 -0.945 -5.914 0.003
C -4.300 0.537 -2.323 0.118
O -3.237 -0.107 -1.671 0.119
H -3.988 0.894 -3.305 0.010
H -5.205 -0.056 -2.454 0.017
H -4.691 1.421 -1.819 0.029
H -3.571 -0.438 -0.834 0.082
C -0.365 0.871 -0.562 0.019
O -0.428 -0.390 -1.214 0.017
H -0.504 1.658 -1.303 0.006
H -1.113 1.051 0.210 0.016
H 0.635 1.025 -0.156 0.001
H -1.268 -0.395 -1.679 0.007
C 3.619 3.305 1.508 0.005
O 2.640 2.528 0.739 0.002
H 3.325 3.500 2.539 0.001
H 4.517 2.691 1.445 0.000
H 3.903 4.249 1.043 0.000
H 1.767 2.687 1.106 0.001
C -1.632 -3.767 -1.022 0.031
O -1.406 -4.885 -1.889 0.006
H -2.449 -3.913 -0.315 0.022
H -0.738 -3.578 -0.428 0.003
H -1.845 -2.947 -1.708 0.005
H -1.214 -5.665 -1.362 0.002
C 2.689 -1.294 -0.527 0.004
O 2.140 -1.278 -1.823 0.002
H 2.810 -0.324 -0.044 0.001
H 2.093 -1.961 0.096 0.002
H 3.669 -1.768 -0.485 0.000
H 1.187 -1.169 -1.803 0.001
C -0.168 2.674 2.924 0.023
O 0.379 3.158 1.697 0.011
H -0.229 3.529 3.597 0.005
H -1.182 2.310 2.755 0.016
H 0.513 2.027 3.477 0.002
H -0.324 3.615 1.229 0.004
C 3.491 1.514 -2.525 0.002
O 3.651 2.387 -3.604 0.002
H 4.019 0.563 -2.594 0.000
H 3.953 1.882 -1.609 0.000
H 2.462 1.235 -2.296 0.001
H 4.598 2.544 -3.568 0.000
C 0.522 -3.432 6.292 0.006
O -0.260 -2.253 6.296 0.002
P -0.218 -1.201 5.056 0.006
O -1.143 -0.013 5.124 0.017
O 1.367 -0.763 4.874 0.003
C 2.003 -0.174 6.001 0.007
O -0.446 -2.186 3.803 0.016
C -0.555 -1.538 2.506 0.028
H 1.178 -3.499 5.424 0.001
H 0.037 -4.403 6.395 0.001
H 1.150 -3.332 7.177 0.001
H 2.072 0.911 5.919 0.002
H 3.020 -0.559 6.074 0.001
H 1.548 -0.435 6.957 0.001
H -0.133 -2.218 1.765 0.002
H -0.139 -0.530 2.531 0.003
H -1.634 -1.413 2.414 0.030
```

Results
Multiplicity: 2
Energy: -52226.0309 eV
HOMO (spin up / spin down): 0.5 / -7.4 eV
LUMO energy (spin up / spin down): 2.3 / 2.2 eV
Total charge: -1
Frontier orbital gap (spin up / spin down): 1.80 / 9.66 eV

=====

3.
C3H3Cl2N3 | ωB97M-V/def2-TZVPD

```
11
Properties=species:S:1:pos:R:3:nbo_charge:R:1
N 2.751 0.076 0.258 -0.801
C 1.438 0.484 0.147 0.296
N 1.098 1.760 0.075 -0.308
N -0.235 1.756 -0.097 -0.345
C -0.753 0.509 -0.103 0.097
Cl -2.423 0.206 -0.304 0.058
C 0.299 -0.358 0.044 -0.231
Cl 0.266 -2.066 0.105 0.040
H 3.360 0.806 0.564 0.389
H 2.867 -0.772 0.817 0.386
H -0.755 2.622 -0.181 0.418
```

Results
Multiplicity: 1
Energy: -32674.5438 eV
HOMO: -8.7 eV
LUMO energy: 0.8 eV
ΔE to the lowest compared entry with this formula, charge and spin: 0.11 kcal/mol
Frontier orbital gap: 9.46 eV